Record 1
Computed, not measured: 5 unconnected molecules or ions with the total composition C17H21N6O5P, with wB97M-V/def2-TZVPD.

Positions of all 50 atoms, in Å:
C  3.8544  -0.8483  2.3519
C  2.3889  -0.5835  1.9164
C  1.9752  0.7526  1.4833
C  0.5979  1.0985  1.0700
O  0.2482  2.3673  0.6603
C  -0.4273  0.0422  1.1116
O  -1.7535  0.2085  0.7369
C  -0.0006  -1.2612  1.5476
C  1.4056  -1.6480  1.9493
C  1.5026  -3.1676  2.3250
O  2.4210  -3.6933  2.8726
N  0.2242  -3.6814  1.8835
P  0.1795  -4.5378  0.3185
N  1.7878  -4.7220  -0.3114
O  -0.5955  -3.4997  -0.8041
C  -0.7647  -2.6081  1.7304
O  -1.9341  -2.8626  1.7837
H  3.8474  -0.9413  3.4762
H  4.2240  -1.8227  1.9563
H  4.5302  0.0142  2.1089
H  2.7115  1.5854  1.4501
H  0.2747  2.4222  -0.3137
H  -1.8755  -0.4313  0.0081
H  1.9548  -3.9621  -0.9900
H  1.7466  -5.5635  -0.8974
H  -1.5211  -3.7987  -0.7728
C  -0.2022  -1.8136  5.7049
C  0.5775  -0.5736  5.9273
N  1.1821  0.3860  6.0994
H  -0.8759  -1.6747  4.8591
H  0.4720  -2.6429  5.4902
H  -0.7798  -2.0455  6.5988
C  -2.3369  1.7239  -2.2600
C  -0.8932  1.3989  -2.2148
N  0.2307  1.1556  -2.1859
H  -2.4971  2.7432  -1.9094
H  -2.7033  1.6373  -3.2790
H  -2.8920  1.0373  -1.6230
C  -3.4223  1.2483  -6.7806
C  -4.0381  0.9801  -5.4609
N  -4.5149  0.7721  -4.4379
H  -2.9246  2.2176  -6.7660
H  -2.6902  0.4750  -7.0108
H  -4.1908  1.2534  -7.5527
C  1.2330  5.6463  -1.6269
C  0.2944  5.1459  -2.6580
N  -0.4321  4.7582  -3.4566
H  2.1898  5.8919  -2.0863
H  0.8234  6.5395  -1.1566
H  1.3886  4.8820  -0.8656

Properties
- frontier orbital gap (eV) = 8.33
- total energy (hartree) = -1706.44249
- lowest unoccupied orbital energy (Ha) = -0.01591
- strongest force on any atom (eV/A) = 3.8
- SMILES = Cc1cc(O)c(O)c2c1C(=O)N(P(N)O)C2=O.CC#N.CC#N.CC#N.CC#N

Results of the Mulliken charge analysis, in e, for atoms 1 through 6: -1.340, 0.663, -0.867, 0.053, -0.557, 0.194

***

Record 2
Computed, not measured: a molecular structure, C3H4FNO2S, with wB97M-V/def2-TZVPD.

Positions of all 12 atoms, in Å:
C  1.2783  -0.4215  0.4434
C  0.8740  0.8245  1.0399
C  0.4563  -1.3328  -0.0278
N  -1.5612  -0.0890  -1.3532
O  -2.9632  1.0546  0.3000
O  -0.2255  1.2464  1.0070
F  -0.5860  0.1185  -2.3187
S  -1.8552  1.2660  -0.5792
H  2.4166  -0.4016  0.3680
H  1.7737  1.3548  1.5718
H  0.9056  -2.0802  -0.6185
H  -0.5135  -1.5397  0.1673

Properties
- frontier orbital gap (eV) = 9.49
- total energy (hartree) = -819.81227
- lowest unoccupied orbital energy (Ha) = -0.01858
- strongest force on any atom (eV/A) = 4.0
- energy above the lowest of the compared OMol25 structures with the same formula, charge and spin (kJ/mol) = 454.3

Results of the Mulliken charge analysis, in e, for atoms 1 through 6: 0.035, 0.200, -0.880, -0.177, -0.439, -0.484

***

Record 3
Computed, not measured: 2 unconnected molecules or ions with the total composition H6N2Si, with wB97M-V/def2-TZVPD.

Positions of all 9 atoms, in Å:
N  1.2829  0.1153  -1.4123
N  -0.3356  -0.5793  -0.6451
Si  -0.7058  0.1690  0.9452
H  2.1013  -0.3806  -1.1274
H  1.0962  0.8474  -0.8053
H  -0.8623  -0.5322  -1.4824
H  -0.9620  1.6565  0.7870
H  0.4064  -0.1983  1.9570
H  -1.9321  -0.5027  1.3367

Properties
- frontier orbital gap (eV) = 9.99
- total energy (hartree) = -402.47765
- lowest unoccupied orbital energy (Ha) = 0.01038
- strongest force on any atom (eV/A) = 4.6
- energy above the lowest of the compared OMol25 structures with the same formula, charge and spin (kJ/mol) = 170.6

Results of the Mulliken charge analysis, in e, for atoms 1 through 6: -0.459, -0.401, 0.347, 0.239, 0.244, 0.266

***

Record 4
Computed, not measured: a molecular structure, C3H5N3, with wB97M-V/def2-TZVPD.

Positions of all 11 atoms, in Å:
N  0.1203  1.0801  -1.6487
C  0.0607  0.2965  -0.5533
N  0.1174  0.9216  0.7016
N  0.8198  -0.1508  1.5867
C  -0.2024  -0.8849  1.0694
C  -0.1486  -1.0459  -0.3713
H  -0.2280  0.7369  -2.5287
H  0.1265  2.0784  -1.5049
H  0.5873  0.1469  2.5345
H  -0.9973  -1.2683  1.7199
H  -0.2556  -1.9104  -1.0052

Properties
- frontier orbital gap (alpha / beta) (eV) = 7.78 / 7.78
- total energy (hartree) = -281.41543
- lowest unoccupied orbital energy (alpha / beta) (Ha) = 0.02249 / 0.02248
- strongest force on any atom (eV/A) = 0.5
- energy above the lowest of the compared OMol25 structures with the same formula, charge and spin (kJ/mol) = 458.5

Results of the Mulliken charge analysis, in e, for atoms 1 through 6: -0.404, 0.389, -0.584, -0.325, 0.152, -0.677

***

Record 5
Computed, not measured: C4H7N2P in the gas phase, with wB97M-V/def2-TZVPD.

Positions of all 14 atoms, in Å:
C  -0.8358  0.5569  0.6374
C  -0.0083  -0.3237  1.4332
C  -1.0426  0.3484  -0.6442
C  1.1755  -0.8299  1.0863
N  1.7447  1.3458  -0.3323
N  -0.1072  -0.6469  -1.2812
P  1.7907  -0.2321  -0.4721
H  -1.3402  1.3324  1.1557
H  -0.4841  -0.4822  2.3982
H  -1.7446  0.9651  -1.2928
H  1.6549  -1.6670  1.5185
H  2.2440  1.6275  -1.1822
H  -0.4421  -1.6486  -0.9297
H  -0.1240  -0.5432  -2.2522

Properties
- frontier orbital gap (eV) = 8.18
- total energy (hartree) = -607.37646
- lowest unoccupied orbital energy (Ha) = 0.01354
- strongest force on any atom (eV/A) = 4.7
- energy above the lowest of the compared OMol25 structures with the same formula, charge and spin (kJ/mol) = 217.5

Results of the Mulliken charge analysis, in e, for atoms 1 through 6: -0.458, -0.292, -0.047, -0.495, -0.573, -0.545

***

Record 6
Computed, not measured: a molecular structure, C27H12Br5Cl5N3O2Rb, with wB97M-V/def2-TZVPD.

Positions of all 55 atoms, in Å:
Rb  0.5532  -0.2813  0.1326
C  -0.3022  3.5911  3.2717
C  -1.6555  3.6984  3.5450
C  -2.5603  3.0034  2.7613
C  -2.0863  2.2239  1.7054
N  -0.7828  2.1546  1.4290
C  0.0811  2.7995  2.1961
C  -2.9733  1.3658  0.8795
C  -4.3660  1.4280  0.9424
C  -5.1129  0.5115  0.2218
C  -4.4600  -0.4393  -0.5446
C  -3.0712  -0.3978  -0.5806
N  -2.3547  0.4806  0.0982
H  0.4373  4.0880  3.8845
H  -2.0028  4.2977  4.3776
H  -3.6153  3.0412  2.9948
H  1.1307  2.6578  1.9556
H  -4.8610  2.1788  1.5430
H  -6.1951  0.5382  0.2640
H  -4.9999  -1.1911  -1.1038
H  -2.5123  -1.1013  -1.1915
Cl  -0.2999  1.3700  -2.7579
C  -0.8285  -0.1807  -3.3629
C  -0.2988  -1.3145  -2.7562
C  -0.7687  -2.5043  -3.2922
Cl  -0.1103  -3.9978  -2.6466
C  -1.7133  -2.6024  -4.3123
Cl  -2.2772  -4.1370  -4.9029
C  -2.2123  -1.4299  -4.8750
Cl  -3.3937  -1.4991  -6.1389
C  -1.7502  -0.2019  -4.4042
Cl  -2.3368  1.2608  -5.1422
Br  1.1617  -3.6958  6.6959
C  1.5418  -2.6212  5.1698
C  2.7361  -1.9347  5.0781
Br  4.0226  -2.0482  6.4782
C  2.9831  -1.1585  3.9330
Br  4.6043  -0.1629  3.7755
C  2.1022  -1.0283  2.8382
O  2.3743  -0.3069  1.8240
C  0.8229  -1.7696  2.9341
O  -0.0423  -1.7165  2.0034
C  0.6199  -2.5182  4.1159
Br  -1.0584  -3.4193  4.2077
Br  3.9706  2.4864  -0.6424
C  4.0030  1.1586  -2.0022
C  5.0850  1.1060  -2.8686
C  5.0634  0.1235  -3.8454
C  3.9825  -0.7441  -3.9055
C  2.9573  -0.5945  -2.9835
N  2.9705  0.3519  -2.0457
H  5.9035  1.8043  -2.7727
H  5.8828  0.0374  -4.5487
H  3.9334  -1.5270  -4.6505
H  2.0785  -1.2334  -2.9797

Properties
- frontier orbital gap (eV) = 4.19
- total energy (hartree) = -16546.03533
- lowest unoccupied orbital energy (Ha) = 0.13490
- net charge = -2
- strongest force on any atom (eV/A) = 2.1
- energy above the lowest of the compared OMol25 structures with the same formula, charge and spin (kJ/mol) = 90.3

Results of the Mulliken charge analysis, in e, for atoms 1 through 6: 0.936, -0.735, -0.381, -0.793, 0.567, -0.029

***

- Among the records above, which one has the lowest total energy?
  C27H12Br5Cl5N3O2Rb